Entry 1:
86
Properties=species:S:1:pos:R:3 method="wB97M-V/def2-TZVPD" e_above_lowest_kcal_mol=3.59 total_charge=+1 homo_energy_ha="-0.4272 / -0.4279" multiplicity=4 gap_ev="9.121 / 9.129"
Co -1.24427 0.72628 0.60150
C -2.35480 3.50878 -2.24191
C -2.54197 3.05578 -0.80636
C -3.16053 4.13159 0.06407
O -1.22985 2.73245 -0.23144
C -3.43277 1.78857 -0.79608
O -4.56323 1.90408 -1.20748
O -2.88622 0.69089 -0.35619
H -1.72519 4.40185 -2.28257
H -3.32617 3.73978 -2.67222
H -1.89905 2.71704 -2.84277
H -2.57532 5.05059 0.00246
H -3.20092 3.80646 1.10640
H -4.17769 4.32405 -0.26975
H -0.57525 2.77335 -0.94251
N -1.00995 1.39844 2.63755
N -0.32455 0.34256 3.26407
C -0.41175 -0.94819 2.80280
O 0.11748 -1.86733 3.37718
O -1.13464 -1.07182 1.68253
H -0.40298 2.21402 2.60604
H -1.85934 1.63442 3.14396
H 0.05307 0.46871 4.18930
C -4.43159 -2.77428 -2.86554
C -4.83477 -3.39224 -1.53143
C -3.64600 -3.73294 -0.63385
C -2.81416 -2.49843 -0.26314
Ge -1.47285 -2.87183 1.08756
C 0.27438 -3.39545 0.40044
C 0.27680 -4.51969 -0.64494
C 0.23747 -5.92404 -0.04587
C -0.97710 -6.19004 0.83839
H -5.30095 -2.64149 -3.50947
H -3.71948 -3.41325 -3.39500
H -3.97314 -1.79219 -2.73278
H -5.40414 -4.30758 -1.71058
H -5.50165 -2.71035 -0.99628
H -3.01634 -4.47080 -1.14276
H -4.01630 -4.21733 0.27521
H -3.46086 -1.70250 0.11411
H -2.31424 -2.08627 -1.14345
H -2.00241 -3.52682 2.35923
H 0.92889 -3.63097 1.24336
H 0.64648 -2.46932 -0.04934
H 1.17707 -4.43010 -1.25768
H -0.56755 -4.39331 -1.33293
H 1.14908 -6.08765 0.53662
H 0.26096 -6.64876 -0.86233
H -0.92667 -5.62683 1.77250
H -1.04363 -7.24312 1.11045
H -1.90818 -5.92863 0.32586
O 0.69982 0.53259 0.14897
P 1.99298 1.32630 0.08793
C 3.37880 0.20490 0.04266
C 4.56293 0.54963 -0.60579
C 5.64010 -0.32248 -0.57189
C 5.53497 -1.52846 0.10945
C 4.35664 -1.86846 0.76093
C 3.27458 -1.00183 0.73195
C 2.18697 2.38436 1.53352
C 1.40638 3.53920 1.65402
C 1.45501 4.28828 2.82017
C 2.28137 3.89246 3.86786
C 3.06278 2.75261 3.74765
C 3.01767 1.99781 2.58225
C 2.00606 2.38295 -1.36070
C 2.70797 3.58852 -1.39703
C 2.69223 4.35925 -2.54974
C 1.97677 3.93302 -3.66184
C 1.27992 2.73259 -3.63069
C 1.29557 1.95264 -2.48327
H 4.64098 1.48529 -1.14719
H 6.55890 -0.06465 -1.08141
H 6.37773 -2.20722 0.13215
H 4.27958 -2.80713 1.29427
H 2.35719 -1.25615 1.24564
H 0.75965 3.85315 0.84303
H 0.85770 5.18706 2.90828
H 2.32278 4.48319 4.77391
H 3.71266 2.45031 4.55826
H 3.62959 1.10910 2.49105
H 3.25781 3.92751 -0.52767
H 3.23440 5.29507 -2.57896
H 1.96299 4.53966 -4.55807
H 0.72662 2.40185 -4.49990
H 0.75865 1.01096 -2.45472



Entry 2:
84
Properties=species:S:1:pos:R:3 method="wB97M-V/def2-TZVPD" e_above_lowest_kcal_mol=0.00 homo_energy_ha="-0.2890 / -0.2891" multiplicity=3 gap_ev="8.559 / 7.786"
F -7.27304 0.54369 -1.39485
C -6.32410 0.63034 -0.44770
F -6.78842 1.51227 0.46687
F -6.26051 -0.56332 0.18064
C -4.98602 1.06480 -0.99206
C -4.80152 1.23679 -2.35102
C -3.56506 1.64559 -2.78480
C -2.50179 1.86453 -1.94909
C -2.67865 1.69287 -0.58284
C -3.92269 1.29526 -0.13253
S -4.05217 1.12553 1.64215
C -3.08525 2.53290 2.15936
C -3.44059 3.34140 3.21289
C -2.62721 4.41485 3.50261
C -1.49432 4.65465 2.76880
C -1.14367 3.83677 1.71792
C -1.95981 2.76755 1.40819
N -1.61546 1.91537 0.31934
H -5.62869 1.08291 -3.03399
H -3.43032 1.80935 -3.85233
H -1.52451 2.16531 -2.31783
H -4.35979 3.11269 3.74271
H -2.91040 5.05754 4.33191
H -0.86127 5.50913 2.99008
H -0.25040 4.03880 1.13027
H -0.82644 2.32973 -0.16951
C 4.86404 3.25630 -1.85881
C 3.91211 3.12894 -0.63562
C 4.58499 2.33669 0.49818
C 4.60829 0.82449 0.28975
C 3.20741 0.31318 -0.03011
C 2.58873 1.03266 -1.22845
N 2.61821 2.52188 -1.07055
O 1.68902 2.86422 -0.22219
C 3.33718 0.59632 -2.50373
C 1.16583 0.53391 -1.43207
C 3.73512 4.56355 -0.13097
H 4.44003 2.84261 -2.77076
H 5.06671 4.29971 -2.10134
H 5.82501 2.76878 -1.68580
H 4.06144 2.53809 1.43863
H 5.60574 2.69902 0.63817
H 5.31281 0.55757 -0.50292
H 4.97357 0.33888 1.19750
H 3.24278 -0.76135 -0.22420
H 2.57173 0.44047 0.85220
H 2.95814 1.12544 -3.38033
H 3.19004 -0.47022 -2.67640
H 4.41398 0.74813 -2.45278
H 0.55658 0.66893 -0.53961
H 1.15411 -0.53012 -1.66089
H 0.68474 1.05465 -2.26508
H 3.20625 5.17840 -0.86200
H 4.71329 5.01387 0.04145
H 3.19229 4.61005 0.81269
C -1.87528 -3.18305 1.95143
C -1.44417 -3.12826 0.45802
C -1.99448 -4.33847 -0.31312
C -1.22766 -5.63786 -0.08588
C 0.26376 -5.42061 -0.32298
C 0.82735 -4.28362 0.53127
N 0.04542 -3.02025 0.37022
O 0.35877 -2.49116 -0.77681
C 0.84743 -4.73765 2.00456
C 2.30102 -4.07087 0.18203
C -2.14564 -1.88846 -0.09790
H -1.03084 -3.18452 2.63695
H -2.45331 -2.30216 2.23261
H -2.48707 -4.05990 2.17239
H -1.97565 -4.12095 -1.38627
H -3.04487 -4.48693 -0.05457
H -1.41161 -6.02047 0.92184
H -1.59682 -6.40221 -0.77349
H 0.80638 -6.34512 -0.11116
H 0.42870 -5.20868 -1.38428
H 1.19678 -3.93474 2.65637
H 1.52961 -5.57976 2.12853
H -0.11975 -5.07714 2.36979
H 2.45220 -3.86557 -0.87731
H 2.87399 -4.96810 0.41701
H 2.72440 -3.24465 0.75765
H -1.76036 -0.97617 0.36376
H -3.21581 -1.93933 0.10972
H -2.04054 -1.79570 -1.17955



Entry 3:
83
Properties=species:S:1:pos:R:3 method="wB97M-V/def2-TZVPD" e_above_lowest_kcal_mol=32.54 total_charge=+1 homo_energy_ha="-0.3722 / -0.4077" multiplicity=2 gap_ev="5.802 / 6.571"
Cu 0.69601 -1.10015 -0.75996
C 3.20387 -1.35996 2.79705
C 1.81645 -1.94744 3.02593
Ge 0.30719 -1.05669 2.03560
C -1.30642 -1.88467 2.88675
C -2.64787 -1.21903 2.62234
C 0.36015 0.84985 2.54062
C 0.29052 1.86183 1.68171
Ge 0.17893 1.45073 -0.28118
C 1.83518 1.83216 -1.35626
C 2.12607 3.31056 -1.62392
C -1.45675 1.81399 -1.36921
C -1.77147 3.28321 -1.64591
C 0.28252 3.30221 2.00377
C 0.38550 3.76595 3.31886
C 0.37704 5.12234 3.58943
C 0.26667 6.04956 2.56068
C 0.15417 5.60796 1.25259
C 0.15915 4.24937 0.98766
H 3.93625 -1.84644 3.44340
H 3.22387 -0.28931 3.00847
H 3.52489 -1.50467 1.76403
H 1.52811 -1.85103 4.07616
H 1.79985 -3.01149 2.78261
H -1.05685 -1.83808 3.95095
H -1.32095 -2.93626 2.59580
H -2.62109 -0.15578 2.87117
H -3.42548 -1.68362 3.23159
H -2.93807 -1.31604 1.58042
H 0.43471 1.03695 3.61112
H 1.70614 1.29820 -2.30145
H 2.67123 1.38575 -0.82253
H 1.29693 3.80657 -2.12982
H 3.00021 3.39230 -2.27162
H 2.34209 3.85069 -0.70345
H -2.28175 1.33068 -0.85236
H -1.29185 1.26894 -2.29930
H -1.99336 3.83306 -0.73146
H -2.65326 3.33112 -2.28604
H -0.96026 3.79194 -2.16891
H 0.47261 3.06437 4.13702
H 0.45458 5.46078 4.61427
H 0.26469 7.10842 2.78077
H 0.06141 6.31734 0.44045
H 0.05247 3.91332 -0.04064
C 5.96095 -1.29379 -0.92216
C 4.70954 -0.51601 -0.52303
As 3.05049 -1.39617 -1.10868
C 3.28835 -1.34168 -3.05800
C 1.99326 -1.56536 -3.83751
C 3.35437 -3.28015 -0.68083
C 2.03018 -4.04645 -0.65937
H 6.84444 -0.77129 -0.55591
H 6.05140 -1.37401 -2.00562
H 5.96809 -2.29664 -0.49632
H 4.73308 0.47452 -0.97953
H 4.67262 -0.37442 0.55667
H 4.02600 -2.09873 -3.32581
H 3.71101 -0.36397 -3.29772
H 1.62450 -2.58478 -3.71732
H 2.16161 -1.39670 -4.90066
H 1.20284 -0.88624 -3.50685
H 3.84296 -3.34598 0.29242
H 4.03051 -3.70386 -1.42373
H 1.35886 -3.64683 0.10715
H 2.19676 -5.10133 -0.44498
H 1.51341 -3.97867 -1.61937
F -8.72396 -0.82873 -0.55625
C -8.10224 -1.90879 -1.05712
F -8.46193 -2.96965 -0.30694
F -8.59222 -2.11948 -2.29134
C -6.60853 -1.74780 -1.06646
C -6.02356 -0.58113 -0.59640
C -4.64603 -0.46875 -0.56568
C -3.83540 -1.51955 -1.00529
C -4.43984 -2.68772 -1.47519
C -5.81688 -2.80120 -1.50526
C -2.41215 -1.38118 -0.96079
C -1.20292 -1.23957 -0.93146
H -6.64529 0.23345 -0.25307
H -4.19372 0.43701 -0.18389
H -3.82389 -3.50884 -1.81633
H -6.28066 -3.70897 -1.86856



Entry 4:
81
Properties=species:S:1:pos:R:3 method="wB97M-V/def2-TZVPD" total_charge=+2 homo_energy_ha=-0.4498 gap_ev=5.051
C 7.12555 -4.72100 -0.08481
N 6.51860 -4.13092 -1.26461
C 6.93643 -4.76078 -2.50371
C 5.29673 -3.45161 -1.15195
C 5.27218 -2.04274 -0.98764
C 4.07698 -1.37971 -0.79979
C 2.83441 -2.06838 -0.78330
C 1.59664 -1.33688 -0.73690
C 0.35399 -1.98505 -0.77177
C -0.89588 -1.38799 -0.88973
C -2.11871 -2.11567 -1.04149
C -3.36961 -1.44207 -1.15843
C -4.55430 -2.13386 -1.27871
C -4.56652 -3.55440 -1.27331
N -5.77293 -4.25859 -1.29998
C -6.37880 -4.73162 -2.52695
C -6.40809 -4.74320 -0.09160
C -3.32899 -4.23879 -1.21409
C -2.14412 -3.53943 -1.10219
C 2.88616 -3.49394 -0.86078
C 4.07417 -4.15853 -1.11753
H 6.75731 -4.21157 0.81254
H 6.89536 -5.79682 -0.00853
H 8.21566 -4.61077 -0.14647
H 6.47032 -4.25800 -3.35926
H 8.02888 -4.67761 -2.58601
H 6.67552 -5.83128 -2.52500
H 6.22074 -1.50297 -1.02923
H 4.07412 -0.29690 -0.66461
H 1.64536 -0.25857 -0.88151
H 0.37259 -3.07431 -0.70002
H -0.96463 -0.29814 -0.88997
H -3.37986 -0.35029 -1.15137
H -5.51387 -1.61627 -1.36601
H -5.89653 -4.25849 -3.38985
H -6.28891 -5.82604 -2.61813
H -7.44929 -4.48215 -2.52416
H -5.94628 -4.27544 0.78549
H -7.47783 -4.49323 -0.11730
H -6.31733 -5.83778 -0.00611
H -3.33344 -5.33053 -1.25200
H -1.21392 -4.10191 -1.05997
H 1.98126 -4.08773 -0.74994
H 4.08860 -5.23942 -1.27229
C -3.74846 8.51495 -0.59766
C -3.29234 7.80409 0.67450
C -1.90210 7.20102 0.54794
C -1.41447 6.45471 1.80944
N -1.35155 4.99363 1.65606
C -2.40747 4.10356 1.85877
C -1.97490 2.88018 1.48819
N -0.66078 3.02821 1.05069
C 0.23103 1.94391 0.61260
C 1.03291 1.37422 1.76994
C 1.99269 2.38164 2.40640
C 3.16232 1.52299 2.90520
C 3.09118 0.21550 2.10255
N 1.84042 0.24050 1.31962
C -0.30420 4.31134 1.17716
H -4.72072 8.98600 -0.43667
H -3.04073 9.29489 -0.89633
H -3.85058 7.80912 -1.42808
H -3.29326 8.51433 1.51128
H -4.01053 7.01574 0.93249
H -1.85987 6.53453 -0.32352
H -1.18348 8.01105 0.36458
H -0.39786 6.79740 2.03680
H -2.06946 6.66701 2.66388
H -3.35237 4.41864 2.25884
H -2.47329 1.92739 1.48330
H -0.38842 1.15153 0.17757
H 0.91725 2.34378 -0.15279
H 0.30845 1.03309 2.54292
H 2.33694 3.09977 1.64762
H 1.49374 2.93263 3.21171
H 4.12144 2.02621 2.77327
H 3.02793 1.29808 3.96754
H 3.92934 0.13355 1.40167
H 3.13900 -0.67265 2.75195
H 1.32760 -0.62719 1.43519
H 0.66690 4.72607 0.93435



Entry 5:
80
Properties=species:S:1:pos:R:3 method="wB97M-V/def2-TZVPD" e_above_lowest_kcal_mol=3.46 homo_energy_ha=-0.2459 gap_ev=6.893
O 0.22369 -0.17617 -2.28651
C 1.48269 -0.65253 -2.89562
C 1.41305 0.39560 -3.99331
H 1.31918 -1.67119 -3.25697
H 2.30588 -0.59144 -2.17855
C -0.08742 0.64086 -3.51516
H 1.68536 -0.02435 -4.96082
H 2.04222 1.28692 -3.79923
C -1.34552 0.00108 -4.07383
H -1.19231 -1.06706 -4.27502
H -1.67839 0.49954 -4.99115
H -2.18317 0.12603 -3.36138
C -0.37781 2.09842 -3.22094
H 0.51054 2.62889 -2.87571
H -1.18183 2.22831 -2.48380
H -0.71590 2.58769 -4.14442
Y -0.07077 -0.41070 0.02689
C 0.61964 1.79296 1.35708
C 1.73040 0.94948 1.61551
C 2.46531 0.77529 0.40289
H 2.05213 0.60883 2.59705
C 1.82409 1.55069 -0.60411
C 0.67581 2.16453 -0.02001
H 0.01845 2.87829 -0.51224
H -0.06555 2.18590 2.11772
H 3.40119 0.22214 0.29490
H 2.25309 1.78056 -1.58180
C -2.16280 -0.22684 1.44423
C -2.19792 0.96956 0.67579
C -2.40238 0.62488 -0.68458
H -2.13837 1.98342 1.07221
C -2.50802 -0.79786 -0.77037
C -2.36884 -1.32664 0.54467
H -2.50331 -2.36964 0.82941
H -2.09980 -0.28436 2.52822
H -2.60008 1.33201 -1.48567
H -2.71149 -1.37651 -1.67279
O 0.19560 -1.49084 -5.62716
C -0.31614 -0.54664 -6.63481
C 0.18739 -0.90882 -8.03416
H 0.00982 0.48574 -6.40360
H -1.42200 -0.56603 -6.61540
C 1.10140 -2.13021 -7.81454
H 0.74292 -0.07057 -8.46285
H -0.66751 -1.11435 -8.67718
C 0.96175 -2.50051 -6.32185
H 2.13771 -1.85396 -8.01774
H 0.84480 -2.98326 -8.44216
H 1.96344 -2.56405 -5.85624
H 0.44471 -3.47016 -6.20571
C 4.80743 -2.00552 2.55025
C 3.38412 -2.21398 2.02893
C 3.25647 -3.57075 1.33902
C 2.33819 -2.04056 3.12982
C 2.62433 -1.69645 4.44704
C 1.62905 -1.70171 5.42267
C 0.33228 -2.09714 5.10081
C -0.00112 -2.44814 3.79877
C -1.33953 -3.09345 3.45717
C -1.22528 -4.60794 3.63871
C -2.49002 -2.55503 4.31802
C 0.95052 -2.13359 2.78576
O 0.54909 -1.79387 1.57894
H 5.02627 -2.72473 3.35325
H 4.93958 -0.98541 2.93605
H 5.54216 -2.15740 1.74804
H 3.18786 -1.44051 1.27291
H 3.37938 -4.37154 2.08285
H 2.27724 -3.67950 0.85560
H 4.03146 -3.70492 0.57115
H 3.65464 -1.46201 4.73293
H 1.85383 -1.39775 6.44745
H -0.43035 -2.16903 5.87958
H -1.55497 -2.88671 2.40240
H -1.00848 -4.83837 4.69111
H -2.15977 -5.10606 3.35832
H -0.41336 -5.01623 3.02566
H -2.54008 -1.46071 4.29286
H -3.45037 -2.94608 3.95904
H -2.35260 -2.88564 5.35388